No. 1
C17H15ClGaO3 as an isolated structure, computed with ωB97M-V/def2-TZVPD.

Computed properties:
Frontier orbital gap = 6.84 eV
LUMO = 2.89 eV
Charge = -1
Largest force on an atom = 2.07 eV/Å
Molar mass = 372.48 g mol⁻¹

```
37
C17H15ClGaO3, DFT ωB97M-V/def2-TZVPD
C 0.79 2.24 -0.06
C -0.64 2.30 -0.21
C -0.98 1.66 -1.43
H -1.33 2.81 0.47
C 0.21 1.19 -2.06
C 1.32 1.56 -1.23
H 2.36 1.56 -1.54
H 1.38 2.84 0.64
H -1.98 1.60 -1.86
H 0.29 0.73 -3.04
Ga 0.70 0.08 0.55
Cl 0.59 0.55 2.69
C -0.78 -1.99 0.89
C -0.94 -2.17 -0.54
C -1.94 -1.26 -0.97
H -0.46 -2.93 -1.14
C -2.43 -0.55 0.17
C -1.75 -1.01 1.32
H -1.97 -0.74 2.35
H -0.23 -2.67 1.55
H -2.29 -1.15 -2.00
H -3.23 0.20 0.16
O 2.73 -3.67 -0.40
C 3.82 -3.20 0.21
C 4.86 -4.10 0.47
C 6.03 -3.62 1.07
C 6.20 -2.26 1.40
C 5.16 -1.37 1.14
C 4.00 -1.83 0.54
C 2.99 -0.85 0.23
O 3.14 0.37 0.45
O 1.83 -1.32 -0.27
H 2.13 -2.88 -0.50
H 4.72 -5.15 0.21
H 6.84 -4.33 1.28
H 7.11 -1.87 1.85
H 5.20 -0.30 1.34
```

***

No. 2
One molecule with the formula C17H15ClN2O6, computed with ωB97M-V/def2-TZVPD.

Computed properties:
Frontier orbital gap = 8.05 eV
LUMO = -0.24 eV
Charge = 0
Largest force on an atom = 1.30 eV/Å
Molar mass = 378.77 g mol⁻¹

```
41
C17H15ClN2O6, DFT ωB97M-V/def2-TZVPD
O 1.76 0.58 0.97
C 1.46 1.74 1.10
C 2.44 2.84 1.03
C 2.11 4.18 1.25
C 3.09 5.16 1.17
C 4.40 4.80 0.88
C 4.74 3.47 0.67
C 3.76 2.50 0.75
H 4.00 1.46 0.59
H 5.76 3.21 0.44
Cl 5.61 6.02 0.79
H 2.84 6.19 1.33
H 1.10 4.48 1.47
C 0.00 2.13 1.34
H -0.12 2.59 2.33
O -0.82 0.98 1.36
C -0.96 0.36 0.18
O -0.54 0.85 -0.86
C -1.68 -0.92 0.29
C -2.14 -1.33 1.53
C -2.80 -2.54 1.67
C -2.98 -3.38 0.57
C -2.53 -2.99 -0.66
C -1.87 -1.75 -0.85
N -1.47 -1.34 -2.06
H -0.94 -0.46 -2.05
C -1.50 -2.07 -3.30
H -1.48 -1.35 -4.11
C -0.30 -3.02 -3.46
O -0.54 -4.18 -2.69
H 0.24 -4.74 -2.69
H -0.19 -3.28 -4.52
H 0.61 -2.51 -3.12
H -2.42 -2.66 -3.37
H -2.64 -3.66 -1.50
H -3.48 -4.33 0.71
N -3.28 -2.94 2.95
O -3.12 -2.18 3.89
O -3.83 -4.02 3.04
H -1.99 -0.71 2.40
H -0.33 2.82 0.55
```

***

No. 3
A 2-piece molecular cluster, C17H15F2NO2 overall, computed with ωB97M-V/def2-TZVPD.

Computed properties:
Frontier orbital gap = 4.75 eV
LUMO = -2.84 eV
Charge = 0
Largest force on an atom = 1.55 eV/Å
Molar mass = 303.31 g mol⁻¹

```
37
C17H15F2NO2, DFT ωB97M-V/def2-TZVPD
C 2.52 -0.33 2.11
C 2.36 -0.28 0.60
N 2.17 0.97 0.11
C 2.48 1.31 -1.16
C 2.94 2.75 -1.34
O 2.36 0.60 -2.18
O 2.37 -1.35 -0.03
H 2.49 0.66 2.57
H 1.71 -0.94 2.53
H 3.47 -0.81 2.36
H 2.98 3.29 -0.39
H 3.92 2.78 -1.81
H 2.23 3.25 -2.00
F -2.65 2.95 3.76
C -2.16 2.20 2.73
C -1.25 2.79 1.85
C -0.80 2.03 0.79
C -1.20 0.67 0.60
C -0.65 -0.01 -0.51
C -1.00 -1.26 -1.09
C -0.10 -1.77 -2.07
C -0.32 -2.96 -2.73
C -1.45 -3.69 -2.39
F -1.69 -4.88 -3.02
C -2.38 -3.25 -1.44
C -2.18 -2.02 -0.83
C -2.07 0.10 1.58
C -2.58 0.87 2.61
H -0.92 3.82 1.99
H -0.08 2.44 0.09
H 0.12 0.54 -1.07
H 0.80 -1.19 -2.28
H 0.38 -3.31 -3.49
H -3.25 -3.86 -1.20
H -2.93 -1.63 -0.14
H -2.31 -0.96 1.53
H -3.30 0.46 3.32
```